51
Properties=species:S:1:pos:R:3:forces:R:3:mulliken_spin:R:1 method="wB97M-V/def2-TZVPD" charge=+2 multiplicity=3 total_energy_ha=-2030.828430
Pr 0.41635 1.46942 0.07087 -0.546 -0.975 2.625 2.076
P -2.48356 0.93902 -0.80072 -1.155 0.616 -0.331 -0.001
P 2.42389 -1.00829 0.47172 0.730 -1.966 -0.872 -0.032
O -1.07416 4.34591 -1.81718 2.276 2.285 2.083 0.000
O 0.00228 0.91531 2.24262 0.031 -1.015 -1.951 -0.030
O 3.23641 1.58899 -1.70921 -0.333 5.341 -3.681 0.000
N 0.04587 -0.90521 -1.52595 -1.307 -1.832 1.618 -0.004
C -0.09498 -2.80899 -3.60455 -1.553 -0.114 -0.161 -0.008
C 1.11608 0.53344 4.36909 -0.035 0.136 0.482 -0.001
C 4.19436 -0.66279 0.77330 0.189 0.372 0.277 -0.002
C -1.43706 0.52805 4.12911 -0.092 0.113 0.402 -0.003
C -0.09068 0.21614 3.50657 0.108 0.153 -1.245 0.002
C -2.52469 -0.70979 -1.62933 0.515 0.496 0.051 -0.001
C 2.34652 -2.01990 -1.12841 -0.095 8.255 -0.645 -0.007
C 1.11360 -1.76640 -1.78863 -0.110 0.756 -2.989 -0.013
C -3.05609 1.99564 -2.19551 0.174 0.117 -0.180 0.000
C -1.23487 -2.24547 -3.04662 1.456 -1.845 -1.336 0.022
C 1.07628 -2.37992 -3.06821 2.512 -1.502 0.994 0.029
C 2.19063 -2.73285 1.03021 -0.247 -1.100 0.874 -0.008
C -1.13823 -1.25433 -2.09075 -0.445 1.312 1.633 0.026
C -4.03388 0.90956 0.19696 -0.013 -0.084 0.494 0.000
H -2.24634 0.24634 3.44366 0.180 0.067 0.128 0.000
H -4.14704 -0.05353 0.71075 0.100 0.221 -0.034 0.000
H -0.09513 -3.64193 -4.30580 -0.252 0.568 -0.284 0.000
H -0.05768 -0.85787 3.26896 -0.081 -0.025 0.111 0.000
H -1.52127 1.60218 4.35153 0.037 -0.296 -0.058 0.000
H -0.33669 5.08496 -1.81483 -2.039 -2.046 -0.504 0.000
H 1.02376 2.57571 1.45143 0.826 1.571 -0.244 -0.061
H 4.56655 0.17106 0.17293 -0.303 -0.044 -0.104 0.001
H 4.80105 -1.53351 0.54252 0.014 -0.235 0.005 -0.001
H 1.17726 1.60903 4.59183 0.009 -0.306 -0.139 0.000
H -3.98273 1.68361 0.97393 0.034 -0.180 -0.187 0.000
H -4.94510 1.09335 -0.39226 0.467 -0.107 -0.039 0.000
H -3.05439 3.05250 -1.91144 0.002 -0.243 -0.069 0.000
H -3.29341 -0.66071 -2.41812 0.717 -0.063 -0.229 0.001
H 1.42151 -3.15876 0.36713 -0.150 -0.189 0.715 0.000
H 4.40060 -0.38179 1.82157 -0.392 -0.226 -0.296 0.000
H 1.91927 -2.93086 2.06514 0.126 0.116 0.103 0.002
H 3.11505 -3.24135 0.72183 -0.231 -0.092 0.709 0.001
H 1.04847 -0.00735 5.32765 0.015 0.178 -0.304 0.000
H 2.95589 1.76548 -2.77224 1.164 -1.005 4.173 0.000
H 2.04632 0.21293 3.87809 -0.206 0.150 0.035 0.000
H 3.59532 2.63832 -1.54761 -1.229 -4.348 -0.307 0.000
H -4.06777 1.73338 -2.53430 0.266 -0.105 0.197 0.000
H 3.17067 -1.58285 -1.79562 -0.311 -2.504 0.185 0.007
H -2.36788 1.88117 -3.03939 -0.061 0.145 0.056 0.000
H -1.39639 4.51658 -0.88799 -0.004 -0.285 -1.300 0.000
H 2.04382 -2.74447 -3.44151 -0.505 -0.033 0.028 0.001
H -2.17118 -2.60636 -3.36895 -1.095 -0.126 -0.236 0.000
H -3.02525 -1.37800 -0.91118 0.801 -0.277 0.032 0.004
H -1.57135 -0.03480 5.06686 0.037 0.205 -0.286 0.000